(1)
Computed, not measured: a cluster of 19 separate species, C14H49NO19S in total in a non-equilibrium geometry, with the ωB97M-V functional and the def2-TZVPD basis.

Geometry as ORCA input:
```
! wB97M-V def2-TZVPD RIJCOSX def2/J DEFGRID3
* xyz 0 1
C -2.29468 3.48532 3.67822
C -1.98238 2.02198 3.21474
O -2.76336 1.01417 3.93865
C -1.90726 -0.02937 4.31446
C -1.52372 -0.25718 5.70817
C -0.61566 -1.33453 6.12300
C -0.03495 -2.23808 5.12690
C -0.41447 -2.01096 3.73942
C -1.34275 -0.94931 3.30830
N -1.70086 -0.80578 1.92626
C -0.56985 -0.72027 1.03702
C -0.51952 0.40433 0.10608
C 0.64351 0.46889 -0.79641
C 1.69809 -0.56702 -0.76805
C 1.64776 -1.69151 0.18268
C 0.49667 -1.74337 1.07793
S 0.23775 -3.03877 2.36965
H -2.25070 3.50855 4.80486
H -3.30245 3.83443 3.32639
H -1.49347 4.13631 3.22671
H -0.88372 1.77458 3.19543
H -2.31006 1.95386 2.13134
H -1.93241 0.43669 6.48404
H -0.35586 -1.42522 7.20466
H 0.66518 -3.06454 5.38412
H -2.38047 -0.06408 1.77083
H -1.30884 1.19485 0.09449
H 0.67054 1.36270 -1.50038
H 2.56514 -0.46542 -1.48211
H 2.45053 -2.46152 0.22974
O 0.25489 2.84825 -3.44029
H 0.70056 2.33911 -4.11892
H 0.09995 3.70530 -3.85242
O 3.51293 -0.56481 -3.32021
H 2.93353 -1.30047 -3.56837
H 4.11365 -0.47647 -4.06989
O 1.40657 -3.14951 -2.42029
H 0.90864 -3.12770 -1.59233
H 1.67178 -4.07606 -2.50598
O 2.73338 -5.24340 -0.92705
H 3.59192 -4.99415 -1.28953
H 2.95053 -5.70973 -0.11138
O 2.31481 1.60721 -5.50330
H 2.85166 1.84055 -6.27088
H 2.70603 0.78807 -5.17887
O -1.30578 1.22469 -5.25562
H -0.45601 1.47722 -5.63157
H -1.07196 0.76230 -4.44057
O 1.21044 1.50680 7.23078
H 0.63516 0.77475 6.97685
H 1.80816 1.60506 6.48134
O 2.47506 -3.65165 -5.09981
H 1.97254 -3.63532 -4.27414
H 2.74119 -4.57293 -5.19740
O 4.21895 1.52207 0.68572
H 3.64129 0.78955 0.43456
H 4.81153 1.62095 -0.06763
O -3.85690 -0.79323 8.07164
H -3.39878 -1.32191 7.40713
H -3.99146 0.05846 7.64112
O -3.77664 5.36699 1.56736
H -3.68462 6.28255 1.85120
H -4.37666 5.41830 0.81414
O -4.59509 7.25863 -0.56908
H -4.50731 8.21253 -0.46159
H -4.27016 7.09239 -1.46156
O 0.53942 1.62362 -8.26075
H -0.41497 1.63376 -8.12032
H 0.90980 1.57006 -7.37147
O 3.59760 -2.98243 1.90593
H 2.63746 -2.95585 2.03224
H 3.94918 -3.03751 2.80632
O -1.12778 -4.37661 -3.74535
H -1.72480 -3.70076 -4.08993
H -0.38268 -3.87218 -3.39756
O 3.71806 -1.55820 4.08690
H 3.14196 -0.88092 3.71238
H 4.46473 -1.06114 4.44123
O -3.94338 0.95955 -4.14082
H -3.08766 1.21109 -4.51742
H -3.71734 0.49748 -3.32603
O -1.67785 -2.54871 -6.20715
H -1.22232 -3.05253 -6.89116
H -1.82099 -1.68284 -6.60736
*
```

Computed properties:
E_tot: -66538.8517 eV
energy relative to the best compared isomer or geometry (same formula, charge and spin): 54.9 kcal/mol
Kohn-Sham gap: 7.88 eV
E_HOMO: -0.300 Eh
LUMO level: -0.28 eV
strongest force on any atom: 3.15 eV Å⁻¹

---

(2)
Computed, not measured: a cluster of 2 separate species, C5H9NO in total in a non-equilibrium geometry, with the ωB97M-V functional and the def2-TZVPD basis.

Geometry as ORCA input:
```
! wB97M-V def2-TZVPD RIJCOSX def2/J DEFGRID3
* xyz 0 1
C 1.98851 -0.21099 0.05957
C 0.64713 0.45888 0.20692
C -0.48936 -0.04348 -0.71835
O -0.41694 -1.42659 -1.00957
C -1.93227 0.15889 -0.12341
C -1.86361 0.37697 1.31772
N -1.01749 0.78138 2.01823
H 2.43845 -0.12824 -0.93691
H 2.68741 0.23950 0.77348
H 1.88559 -1.27127 0.30996
H 0.71302 1.56017 0.13753
H 0.41201 0.15254 1.85729
H -0.50673 0.54868 -1.66590
H 0.44514 -1.61201 -1.39915
H -2.59813 -0.66489 -0.34081
H -2.39273 1.08047 -0.48661
*
```

Computed properties:
E_tot: -8864.3059 eV
energy relative to the best compared isomer or geometry (same formula, charge and spin): 113.2 kcal/mol
Kohn-Sham gap: 9.40 eV
E_HOMO: -0.315 Eh
LUMO level: 0.82 eV
strongest force on any atom: 4.41 eV Å⁻¹

---

E_HOMO of number 1 (C14H49NO19S)? -0.300 Eh